112
Properties=species:S:1:pos:R:3 method="wB97M-V/def2-TZVPD" spin_multiplicity=1 total_charge=-1 homo_lumo_gap_ev=7.4 energy_ha=-8281.554024 relative_energy_kcal_mol=46.8
Sc -0.209 0.270 0.935
Br 3.830 -3.482 6.028
C 2.614 -2.340 5.093
C 1.250 -2.445 5.363
C 0.370 -1.679 4.652
C 0.790 -0.781 3.626
O -0.070 -0.140 2.943
C 2.210 -0.635 3.449
C 2.770 0.335 2.562
N 2.118 1.113 1.773
C 2.828 2.085 1.088
C 4.058 1.886 0.487
C 4.764 2.954 -0.078
C 4.245 4.221 -0.089
C 2.962 4.458 0.442
C 2.316 5.711 0.394
C 1.053 5.834 0.906
C 0.469 4.716 1.530
N 1.048 3.555 1.620
C 2.250 3.390 1.051
C 3.093 -1.443 4.175
H 0.907 -3.132 6.124
H -0.692 -1.770 4.820
H 3.866 0.449 2.642
H 4.474 0.891 0.429
H 5.744 2.773 -0.497
H 4.791 5.049 -0.522
H 2.830 6.554 -0.051
H 0.514 6.771 0.851
H -0.511 4.784 1.985
H 4.158 -1.363 3.994
C -4.158 1.396 0.307
As -2.762 1.631 1.715
C -3.425 3.514 2.119
C -3.129 1.015 3.570
O -1.211 2.012 1.297
H -5.105 1.145 0.788
H -3.873 0.593 -0.370
H -4.273 2.331 -0.246
H -4.485 3.549 2.386
H -3.260 4.133 1.234
H -2.838 3.934 2.936
H -4.183 0.763 3.699
H -2.856 1.811 4.266
H -2.510 0.137 3.745
C -0.606 3.588 -2.224
C 0.442 2.787 -2.990
C 1.835 3.196 -2.523
C 0.321 3.129 -4.472
Si 0.211 0.919 -2.526
O 0.108 0.789 -0.965
C 1.734 -0.050 -3.151
C 1.955 -0.430 -4.469
C 3.075 -1.160 -4.830
C 4.000 -1.532 -3.871
C 3.803 -1.154 -2.552
C 2.682 -0.424 -2.203
C -1.340 0.210 -3.387
C -2.235 -0.488 -2.582
C -3.401 -1.027 -3.094
C -3.712 -0.866 -4.434
C -2.835 -0.177 -5.252
C -1.664 0.347 -4.733
H -0.483 4.661 -2.385
H -0.534 3.378 -1.159
H -1.603 3.300 -2.552
H 1.972 4.278 -2.585
H 2.600 2.715 -3.132
H 1.985 2.886 -1.494
H 0.642 4.159 -4.641
H -0.708 3.038 -4.811
H 0.951 2.478 -5.074
H 1.236 -0.156 -5.228
H 3.226 -1.450 -5.862
H 4.874 -2.108 -4.150
H 4.516 -1.448 -1.793
H 2.515 -0.144 -1.173
H -1.987 -0.623 -1.534
H -4.074 -1.575 -2.448
H -4.622 -1.283 -4.844
H -3.070 -0.041 -6.300
H -0.997 0.871 -5.400
C -4.677 -2.662 3.008
C -3.895 -2.775 1.692
C -2.957 -3.986 1.755
C -4.863 -2.891 0.508
C -3.098 -1.559 1.520
C -2.441 -0.550 1.330
H -5.330 -3.524 3.140
H -5.283 -1.757 3.017
H -3.985 -2.617 3.847
H -3.530 -4.913 1.807
H -2.322 -3.910 2.638
H -2.305 -4.008 0.884
H -5.545 -3.731 0.636
H -4.302 -3.030 -0.412
H -5.459 -1.984 0.414
O 0.904 -3.848 2.501
C 1.489 -4.268 1.347
C 2.261 -5.421 1.296
C 2.832 -5.825 0.100
C 2.643 -5.083 -1.052
C 1.870 -3.933 -1.002
C 1.296 -3.516 0.186
C 0.579 -2.191 0.261
O -0.581 -2.062 -0.146
O 1.254 -1.242 0.744
H 1.161 -4.428 3.229
H 2.427 -5.993 2.202
H 3.440 -6.720 0.075
H 3.107 -5.382 -1.982
H 1.719 -3.333 -1.885

=====

114
Properties=species:S:1:pos:R:3 method="wB97M-V/def2-TZVPD" s_squared=4.0035 spin_multiplicity=4 total_charge=-1 homo_lumo_gap_ev="5.4 / 5.3" energy_ha=-4814.506615 relative_energy_kcal_mol=92.0
V 0.124 0.590 -0.930
C -5.856 -2.204 -1.347
C -4.976 -1.536 -2.411
C -3.525 -1.595 -2.049
C -2.623 -2.557 -2.376
C -2.915 -3.755 -3.229
C -2.711 -5.088 -2.501
C -1.384 -2.184 -1.713
C -0.170 -2.851 -1.706
C 1.706 -1.443 -0.998
C 3.175 -1.864 -1.116
C 3.746 -2.970 -1.938
C 3.987 -4.218 -1.081
C 3.873 -1.085 -0.281
C 2.961 -0.095 0.303
C 3.409 1.030 0.969
C 2.562 2.084 1.295
N 1.257 2.127 0.979
C 0.783 3.277 1.535
C -0.525 3.682 1.502
C -1.603 3.010 0.921
N -1.592 1.856 0.195
C -2.904 1.611 -0.100
C -3.435 0.548 -0.803
C -2.818 -0.607 -1.256
N -1.541 -0.988 -1.041
C -3.766 2.641 0.444
C -2.949 3.519 1.083
C -3.344 4.734 1.862
C -3.447 4.428 3.362
C -5.259 2.662 0.357
C -5.899 1.695 1.362
C 1.850 4.012 2.209
C 2.972 3.271 2.044
C 4.370 3.564 2.485
C 4.781 2.800 3.750
C 1.683 5.283 2.978
C 1.191 5.009 4.406
N 1.695 -0.369 -0.013
C 5.335 -1.132 0.029
C 5.587 -1.668 1.443
H -6.913 -2.095 -1.595
H -5.682 -1.756 -0.367
H -5.625 -3.267 -1.272
H -5.291 -0.499 -2.535
H -5.136 -2.029 -3.371
H -2.316 -3.722 -4.143
H -3.955 -3.698 -3.553
H -1.688 -5.196 -2.139
H -2.935 -5.923 -3.167
H -3.378 -5.144 -1.639
H -0.568 -3.792 -3.560
H 4.697 -2.643 -2.369
H 3.078 -3.195 -2.761
H 4.740 -4.021 -0.316
H 4.322 -5.055 -1.696
H 3.065 -4.507 -0.581
H 4.463 1.129 1.186
H -0.760 4.610 2.007
H -4.494 0.614 -1.007
H -4.313 5.087 1.504
H -2.624 5.539 1.700
H -4.231 3.692 3.540
H -3.680 5.328 3.934
H -2.508 4.012 3.730
H -5.575 2.399 -0.655
H -5.620 3.674 0.555
H -5.568 0.674 1.171
H -6.989 1.729 1.300
H -5.602 1.957 2.378
H 4.469 4.635 2.676
H 5.059 3.309 1.675
H 4.131 3.066 4.585
H 5.810 3.043 4.023
H 4.710 1.724 3.594
H 0.971 5.939 2.472
H 2.641 5.807 3.023
H 0.267 4.431 4.383
H 1.005 5.944 4.939
H 1.934 4.434 4.960
H 5.758 -0.129 -0.064
H 5.842 -1.773 -0.694
H 5.108 -1.033 2.189
H 6.657 -1.710 1.658
H 5.176 -2.673 1.547
Cl 0.074 4.024 -1.968
C 1.815 3.836 -2.147
Cl 2.337 2.138 -2.004
H 2.296 4.405 -1.359
H 2.099 4.182 -3.134
O 1.077 -3.694 -5.778
C 1.233 -2.442 -5.230
O 1.732 -1.580 -5.916
C 0.890 -2.293 -3.836
C 0.286 -3.391 -3.022
Cl 1.244 -5.005 -2.806
N 0.782 -2.587 -0.703
N 1.096 -0.667 -2.035
C 0.784 -1.002 -3.256
C -0.150 0.125 -3.772
O -0.629 0.137 -4.882
O -0.428 0.936 -2.796
C 0.381 -2.879 0.650
C 0.596 -4.196 1.057
C 0.325 -4.602 2.354
C -0.188 -3.696 3.269
C -0.445 -2.396 2.863
C -0.164 -1.981 1.570
H 0.822 -4.336 -5.105
H 0.992 -4.897 0.332
H 0.532 -5.623 2.650
H -0.394 -4.000 4.288
H -0.876 -1.685 3.557
H -0.380 -0.966 1.295

=====

115
Properties=species:S:1:pos:R:3 method="wB97M-V/def2-TZVPD" spin_multiplicity=1 total_charge=+1 homo_lumo_gap_ev=9.6 energy_ha=-2757.179132
Li -0.250 -0.001 0.671
N 3.596 1.171 2.391
C 4.349 0.084 2.204
C 5.723 0.110 2.183
C 6.352 1.360 2.292
C 5.588 2.501 2.498
C 4.167 2.361 2.433
H 3.833 -0.817 2.077
H 6.336 -0.764 1.905
H 7.400 1.349 2.333
H 6.062 3.508 2.452
H 3.548 3.256 2.466
N 3.816 0.098 -2.493
C 4.770 0.068 -1.608
C 5.466 1.187 -1.211
C 5.209 2.368 -1.772
C 4.240 2.423 -2.746
C 3.632 1.239 -3.149
H 4.893 -0.884 -1.133
H 6.205 1.070 -0.487
H 5.821 3.213 -1.453
H 3.993 3.336 -3.350
H 2.815 1.166 -3.838
N 0.499 1.952 -0.006
C 0.754 2.862 0.928
C 1.119 4.246 0.678
C 1.339 4.582 -0.633
C 1.195 3.606 -1.593
C 0.768 2.329 -1.245
H 0.574 2.529 1.933
H 1.257 4.966 1.507
H 1.501 5.584 -0.954
H 1.469 3.786 -2.618
H 0.702 1.483 -1.970
N -0.626 0.375 2.699
C 0.316 0.060 3.585
C 0.295 0.438 4.921
C -0.814 1.100 5.396
C -1.831 1.403 4.497
C -1.630 1.121 3.161
H 1.203 -0.375 3.172
H 1.101 0.148 5.537
H -0.840 1.317 6.415
H -2.731 1.971 4.775
H -2.345 1.376 2.373
N 0.881 -1.547 0.491
C 0.853 -2.640 1.227
C 1.646 -3.756 1.108
C 2.624 -3.709 0.142
C 2.788 -2.587 -0.628
C 1.908 -1.536 -0.362
H 0.023 -2.705 1.912
H 1.345 -4.610 1.691
H 3.220 -4.626 0.027
H 3.548 -2.464 -1.362
H 2.054 -0.635 -0.891
N 0.335 -0.460 -3.612
C 1.266 -0.913 -4.418
C 0.967 -1.250 -5.779
C -0.302 -1.121 -6.232
C -1.247 -0.534 -5.345
C -0.852 -0.189 -4.074
H 2.316 -1.064 -4.054
H 1.694 -1.682 -6.462
H -0.571 -1.430 -7.233
H -2.291 -0.375 -5.564
H -1.609 0.207 -3.431
N -2.250 -0.262 -0.417
C -3.098 0.693 -0.745
C -4.308 0.407 -1.367
C -4.539 -0.930 -1.719
C -3.689 -1.959 -1.340
C -2.555 -1.518 -0.633
H -2.748 1.705 -0.473
H -5.052 1.177 -1.673
H -5.449 -1.198 -2.270
H -4.048 -2.978 -1.402
H -1.921 -2.217 -0.162
N -1.943 -4.017 2.837
C -2.402 -4.555 1.731
C -3.725 -4.920 1.584
C -4.616 -4.700 2.611
C -4.145 -4.079 3.742
C -2.812 -3.792 3.828
H -1.694 -4.741 0.906
H -4.095 -5.332 0.652
H -5.629 -4.926 2.366
H -4.833 -3.703 4.549
H -2.351 -3.252 4.643
C 1.019 -5.320 -3.112
C -0.030 -4.208 -3.187
C -1.168 -4.421 -4.229
O -2.033 -5.350 -3.575
C -1.909 -5.089 -2.247
O -2.715 -5.462 -1.434
O -0.845 -4.355 -1.974
H 1.765 -5.235 -3.894
H 0.443 -6.235 -3.212
H 1.535 -5.334 -2.152
H 0.294 -3.174 -3.172
H -0.749 -4.906 -5.120
H -1.594 -3.435 -4.490
C -4.172 7.604 1.766
C -3.221 6.558 2.243
C -3.400 6.067 3.684
O -3.590 4.641 3.594
C -3.644 4.273 2.303
O -3.794 3.155 1.958
O -3.499 5.353 1.458
H -3.814 8.581 2.055
H -5.216 7.427 2.117
H -4.227 7.644 0.599
H -2.199 6.869 1.999
H -4.252 6.581 4.130
H -2.520 6.234 4.268

=====

113
Properties=species:S:1:pos:R:3 method="wB97M-V/def2-TZVPD" spin_multiplicity=1 total_charge=-2 homo_lumo_gap_ev=5.3 energy_ha=-5090.156210 relative_energy_kcal_mol=0.0
Ba -0.500 0.664 0.181
C -2.227 3.379 3.751
C -1.110 2.679 2.983
O -1.484 1.995 1.979
C 0.190 2.817 3.434
C 1.420 2.269 2.890
C 2.684 2.646 3.633
N 1.479 1.513 1.840
N 2.775 1.150 1.417
C 2.770 0.415 0.325
O 1.797 -0.074 -0.323
C 4.142 0.186 -0.263
C 5.293 0.746 0.287
C 6.530 0.526 -0.297
C 6.634 -0.251 -1.444
C 5.491 -0.806 -2.001
C 4.252 -0.588 -1.415
H -3.175 3.158 3.264
H -2.081 4.461 3.770
H -2.272 3.035 4.787
H 0.325 3.432 4.317
H 2.446 3.117 4.586
H 3.281 3.335 3.031
H 3.306 1.765 3.795
H 5.185 1.352 1.177
H 7.418 0.970 0.139
H 7.601 -0.421 -1.903
H 5.562 -1.412 -2.897
H 3.345 -1.010 -1.825
C 2.043 3.030 -1.541
C 1.483 4.014 -2.566
C 1.683 3.490 -3.990
C 0.040 4.425 -2.332
C -0.239 5.787 -2.267
C -1.530 6.263 -2.117
C -2.570 5.357 -2.028
C -2.338 3.989 -2.083
C -3.510 3.036 -1.970
C -4.225 3.187 -0.627
C -4.474 3.204 -3.143
C -1.024 3.509 -2.234
N -0.797 2.120 -2.207
C -1.090 1.453 -3.309
O -1.425 1.901 -4.423
C -0.999 -0.097 -3.230
C -0.952 -0.832 -4.412
C -0.833 -2.208 -4.328
C -0.777 -2.830 -3.090
C -0.874 -2.048 -1.945
N -1.006 -0.729 -2.062
C -0.952 -2.751 -0.554
O -0.591 -3.944 -0.556
N -1.491 -2.043 0.426
C -1.970 -2.756 1.541
C -1.402 -2.604 2.821
C -1.989 -3.251 3.906
C -3.106 -4.049 3.763
C -3.664 -4.196 2.504
C -3.125 -3.560 1.397
C -3.798 -3.751 0.050
C -5.285 -3.393 0.097
C -3.601 -5.176 -0.469
C -0.141 -1.799 3.078
C -0.354 -0.702 4.119
C 1.008 -2.718 3.494
H 3.132 2.983 -1.624
H 1.658 2.027 -1.704
H 1.802 3.320 -0.516
H 2.063 4.941 -2.471
H 0.995 2.674 -4.207
H 2.705 3.127 -4.120
H 1.497 4.274 -4.728
H 0.590 6.484 -2.337
H -1.721 7.330 -2.070
H -3.589 5.714 -1.915
H -3.112 2.022 -2.015
H -4.632 4.194 -0.506
H -3.546 2.998 0.207
H -5.055 2.479 -0.553
H -4.919 4.203 -3.150
H -5.287 2.475 -3.077
H -3.948 3.053 -4.086
H -1.006 -0.297 -5.350
H -0.781 -2.803 -5.233
H -0.673 -3.900 -2.976
H -1.543 -3.129 4.887
H -3.538 -4.551 4.622
H -4.542 -4.821 2.379
H -3.324 -3.064 -0.651
H -5.837 -4.059 0.765
H -5.728 -3.480 -0.898
H -5.433 -2.371 0.448
H -4.054 -5.899 0.216
H -2.539 -5.399 -0.561
H -4.073 -5.298 -1.449
H 0.146 -1.319 2.146
H -0.563 -1.130 5.104
H -1.182 -0.047 3.846
H 0.536 -0.077 4.200
H 0.798 -3.163 4.472
H 1.941 -2.155 3.561
H 1.151 -3.523 2.775
Br 6.058 -6.224 0.490
C 4.779 -4.823 0.617
C 3.527 -4.979 0.057
C 2.626 -3.926 0.184
N 2.916 -2.791 0.809
C 4.123 -2.670 1.339
C 5.104 -3.653 1.276
H 3.244 -5.885 -0.462
H 1.621 -4.010 -0.223
H 4.334 -1.728 1.834
H 6.077 -3.498 1.719